# 1
Density functional theory data (ωB97M-V with the def2-TZVPD basis set) for a cluster of 5 separate species, C23H31FN6O3P in total in a non-equilibrium geometry.

Geometry as XYZ:
```
65
Properties=species:S:1:pos:R:3:nbo_charge:R:1
O -1.023 -1.113 -2.174 -1.025
N 2.741 1.724 -5.007 -0.517
H -0.610 0.004 1.866 0.374
H 1.589 -2.473 -0.939 0.500
H 4.779 2.166 -4.553 0.210
H -3.849 -3.108 4.053 0.244
H -1.365 2.801 8.071 0.220
H 0.704 1.982 -5.587 0.215
H -2.364 -0.550 5.162 0.208
H 2.031 1.905 -0.775 0.241
N 0.009 0.685 1.471 -0.523
H -2.380 -1.110 0.245 0.323
C -0.791 3.371 7.356 -0.287
C -3.095 -1.434 2.731 0.365
C 0.764 -1.553 -5.552 -0.315
P -0.457 -2.413 -1.775 2.284
H 0.511 -0.298 -0.365 0.199
C -0.727 -4.101 2.169 0.052
C 1.218 2.524 1.219 -0.273
C 1.656 2.456 -5.411 -0.087
H -0.133 -4.336 -2.631 0.506
C 3.821 2.554 -4.862 -0.082
H 1.552 -2.221 -8.564 0.418
N 0.232 3.985 5.489 -0.509
C -3.602 -2.024 4.083 -0.465
C -0.514 2.993 6.068 -0.095
H 1.668 3.487 1.401 0.232
C 1.408 1.696 0.080 -0.280
C -0.905 -2.805 -0.016 -0.388
H 2.744 0.732 -4.843 0.411
C 0.441 4.987 6.397 -0.066
H 1.014 5.861 6.134 0.217
C -2.628 -1.634 5.271 -0.611
H -4.567 -1.491 4.307 0.260
C 2.046 3.766 -5.517 -0.292
H 4.044 4.707 -5.146 0.225
H -2.488 -0.524 2.995 0.187
O -0.789 -3.636 -2.837 -0.909
H 0.409 -4.572 0.331 0.256
H -0.205 5.222 8.470 0.229
C -1.886 -1.991 0.725 0.110
H -0.784 2.108 5.514 0.186
C 0.170 -2.820 -5.759 -0.323
C 1.398 -1.204 -6.716 -0.079
C 0.457 -3.205 -7.044 -0.068
F -4.137 -1.088 1.885 -0.315
H 0.574 3.978 4.544 0.409
H -0.251 -4.930 2.730 0.264
C 3.420 3.828 -5.169 -0.306
H -1.676 -2.220 5.181 0.214
N 1.202 -2.212 -7.621 -0.499
H -3.110 -1.762 6.264 0.250
C 0.649 0.571 0.260 -0.091
C -0.345 -3.883 0.774 -0.133
H 0.197 -4.094 -7.595 0.215
N -1.630 -3.304 2.742 -0.127
H -0.056 2.156 3.015 0.204
H 1.968 -0.328 -6.980 0.219
C -0.185 4.636 7.565 -0.303
C 0.349 1.876 2.056 -0.082
H -0.405 -3.386 -5.048 0.215
N -2.106 -2.340 2.010 -0.116
H 1.415 4.589 -5.812 0.223
O 1.197 -2.206 -1.792 -0.936
H 0.730 -0.964 -4.647 0.216
```

Values from the calculation:
LUMO (eV): -5.9
Total charge: +1
HOMO-LUMO gap (eV): 3.76



# 2
Density functional theory data (ωB97M-V with the def2-TZVPD basis set) for a structure of composition C17H17FN6O4SSe4Sn in a non-equilibrium geometry.

Geometry as XYZ:
```
51
Properties=species:S:1:pos:R:3:nbo_charge:R:1
H 1.550 4.864 -0.117 0.221
H -0.689 -2.016 0.031 0.241
C 0.914 4.194 0.447 -0.256
H -5.180 -1.484 0.102 0.446
C -3.199 -1.688 -0.282 0.791
C 1.194 2.826 0.552 0.369
H -1.949 -1.997 -3.410 0.261
H 0.918 -5.021 0.350 0.273
C -0.846 -1.913 -1.048 -0.347
O 0.522 0.007 -0.678 -0.809
Se 0.481 0.007 3.854 -0.382
C 3.877 2.084 -1.751 -0.044
H 5.389 0.005 -2.198 0.223
C -5.020 -1.671 -1.924 0.585
O -2.918 -1.684 0.914 -0.637
O -6.225 -1.650 -2.156 -0.566
C -2.718 -1.897 -2.648 -0.023
H 1.532 1.018 2.304 -0.203
S 2.879 -0.128 1.293 -0.041
Se -1.775 -0.621 5.054 -0.239
H -1.852 4.310 2.414 0.243
C -0.002 -0.724 -1.565 0.809
C 2.988 1.012 0.076 0.256
H 5.727 0.009 -0.442 0.221
N 3.957 0.948 -0.988 -0.341
C -0.669 2.582 1.936 0.032
H 2.586 3.807 -1.689 0.242
Se -2.039 0.007 1.334 -0.122
Se -3.240 0.635 3.590 -0.215
C 4.946 -0.088 -1.202 -0.407
N 2.300 2.275 -0.168 -0.364
H 4.478 -1.072 -1.111 0.236
N 0.387 2.037 1.293 -0.606
N -2.300 -1.841 -1.329 -0.406
H -1.263 1.883 2.517 0.278
H 1.140 -5.021 2.108 0.286
H 4.520 2.258 -2.600 0.238
C 0.522 -3.170 1.293 0.567
Sn 0.522 0.007 1.293 1.451
N -4.520 -1.577 -0.652 -0.603
C -0.994 3.921 1.878 -0.220
H -0.467 -2.836 -1.507 0.209
H -0.493 -5.021 1.421 0.286
C 0.522 -4.632 1.293 -0.737
O 0.094 -0.644 -2.826 -0.646
C -0.182 4.743 1.116 -0.165
F -4.435 -1.887 -4.255 -0.292
C 2.905 2.865 -1.274 -0.057
N 0.522 -2.010 1.293 -0.517
C -4.005 -1.821 -2.981 0.251
H -0.390 5.807 1.044 0.226
```

Values from the calculation:
LUMO (spin up / spin down) (eV): -0.7 / -0.7
Total charge: 0
HOMO-LUMO gap (spin up / spin down) (eV): 4.78 / 4.67



# 3
Density functional theory data (ωB97M-V with the def2-TZVPD basis set) for a structure of composition CH4FV in a non-equilibrium geometry.

Geometry as XYZ:
```
7
Properties=species:S:1:pos:R:3:mulliken_spin:R:1
H -0.861 0.446 -1.076 0.005
H -1.319 0.637 0.661 0.003
C -0.852 -0.020 -0.084 -0.473
V 1.142 -1.039 0.866 3.303
H -1.467 -0.917 -0.235 -0.015
H 2.310 0.400 0.073 0.155
F 1.047 0.494 -0.206 0.021
```

Values from the calculation:
LUMO (spin up / spin down) (eV): -5.8 / -6.3
Total charge: +1
Spin multiplicity: 4
HOMO-LUMO gap (spin up / spin down) (eV): 8.26 / 7.75



# 4
Density functional theory data (ωB97M-V with the def2-TZVPD basis set) for a structure of composition C19H17AsErNOS2 in a non-equilibrium geometry.

Geometry as XYZ:
```
42
Properties=species:S:1:pos:R:3:mulliken_spin:R:1
H -2.249 -4.254 -3.279 0.000
C -0.436 0.841 -1.828 0.001
C 0.053 -2.225 3.719 -0.001
N 0.354 4.817 -1.722 -0.002
H -2.383 2.676 1.010 0.000
C -1.368 -2.295 -0.695 0.000
H 0.254 -4.323 -3.538 0.000
H 0.094 -3.125 1.766 0.000
C -1.941 2.690 -1.113 -0.003
H -0.551 -3.069 4.187 0.000
H 0.062 0.251 -2.595 0.000
H 1.671 -3.051 -1.937 0.000
C -2.172 -2.959 -1.605 0.000
H 3.859 2.886 -0.430 0.001
H -1.601 2.155 -3.158 0.000
Er 0.707 2.877 -0.302 3.035
H 0.245 -1.109 5.600 0.000
C 0.411 -1.096 4.501 0.000
H -2.573 3.589 -1.285 0.000
C -1.793 2.195 0.202 0.003
C 0.020 -2.275 -0.875 0.001
C 0.592 -3.073 -1.849 0.000
O 0.704 4.882 0.798 -0.001
H -1.884 -1.794 0.124 0.000
C 0.295 -2.241 2.356 0.001
C -1.601 -3.699 -2.641 0.000
S 2.236 1.276 1.807 -0.007
C -0.209 -3.727 -2.774 0.000
C 3.073 2.591 -1.144 -0.019
H 2.979 3.298 -1.967 0.000
C 1.103 -0.072 3.926 0.000
C -1.352 1.908 -2.109 0.003
H 3.226 1.522 -1.332 0.001
C -0.224 0.490 -0.498 0.001
H -3.220 -2.858 -1.582 0.000
C 0.877 -1.101 1.752 -0.001
S 0.618 5.647 -0.527 0.000
C -0.909 1.168 0.575 -0.009
H 1.444 0.757 4.538 0.000
C 1.342 -0.025 2.541 0.000
H -0.950 0.701 1.574 -0.001
As 1.194 -0.845 -0.191 -0.001
```

Values from the calculation:
LUMO (spin up / spin down) (eV): -1.2 / -1.2
Total charge: 0
Spin multiplicity: 4
HOMO-LUMO gap (spin up / spin down) (eV): 6.20 / 6.18



# 5
Density functional theory data (ωB97M-V with the def2-TZVPD basis set) for a structure of composition C48H54N11OPbS3 in a non-equilibrium geometry.

Geometry as XYZ:
```
118
Properties=species:S:1:pos:R:3:mulliken_charge:R:1
C -5.088 3.612 -2.277 -1.083
C -1.553 -2.896 -4.892 -1.101
C -5.255 -2.006 -3.588 -1.208
H -2.712 -4.555 -4.103 0.210
C 4.331 -4.083 -2.189 -1.130
H 0.578 5.210 2.691 0.249
C -3.054 1.462 -0.726 0.035
C 2.040 -3.915 3.314 -0.339
C -0.779 -1.640 -2.735 0.030
H 3.809 -4.383 -1.283 0.131
H 0.736 -2.939 -3.399 0.134
H 2.501 3.668 4.499 0.259
N -1.289 -0.735 -1.872 -0.283
C -1.078 1.435 6.140 0.093
N -0.826 -3.166 1.305 -0.528
C 2.333 -2.268 5.049 -0.837
H -0.545 -2.751 -5.287 0.401
H -4.669 4.601 -2.095 0.241
H -3.173 6.739 0.947 0.413
H -0.905 -3.670 -0.681 0.181
C -2.876 -1.218 -3.443 0.732
H -2.251 -2.634 -5.689 0.428
C 5.222 -0.816 -1.611 -0.717
H -5.006 -3.058 -3.709 0.248
H -3.992 -1.430 -5.239 0.402
H 4.580 2.365 2.381 0.313
C 1.138 -4.384 0.470 -1.422
S -3.853 -3.099 1.241 -0.389
N 0.693 -1.955 3.240 0.477
C -4.160 -1.129 -4.201 -1.214
C 1.547 4.143 4.290 -0.770
Pb -0.297 -0.138 0.215 1.674
C 1.606 -1.599 -2.020 0.219
H -1.644 -4.989 -5.431 0.496
H 0.776 3.391 4.428 -0.083
H 2.310 -4.900 2.962 0.519
H 4.741 2.970 0.731 0.411
C 2.769 -3.367 4.424 -0.811
H 2.884 -1.782 5.838 0.435
H 6.774 -0.214 -2.994 0.454
H 4.201 1.060 0.093 0.172
C -3.560 4.620 1.180 -0.710
H -3.266 4.591 2.231 -0.035
H -1.793 5.694 0.543 0.236
C -3.383 0.507 -1.679 -1.102
H -0.977 -4.697 -3.829 0.209
H -6.053 3.727 -2.773 0.392
C 3.142 0.911 -0.063 -1.119
H 0.267 -1.641 5.277 0.432
H -2.704 -3.297 -2.057 -0.178
C -2.874 5.799 0.485 -1.136
H -1.058 4.016 2.069 0.331
H -4.503 -0.091 -4.210 0.428
C 4.678 4.501 2.199 -1.700
N 1.540 -0.544 -1.175 -0.292
C -2.548 -0.443 -2.264 0.705
H 5.257 -3.596 -1.901 0.263
N 1.399 -0.706 2.408 0.188
H -5.370 -1.789 -2.529 0.242
C 0.379 -3.567 1.487 0.686
N -1.878 1.553 -0.064 -0.400
N 0.961 1.769 0.595 -0.746
N -3.250 -3.613 -1.262 -0.190
C 1.046 -3.187 2.732 -0.302
C 2.310 1.792 0.618 -0.414
H 1.173 -3.850 -0.482 0.030
C -1.604 0.440 4.008 0.077
H 0.645 -5.344 0.298 0.372
C 1.103 -1.585 4.562 0.098
C 5.772 -0.640 -3.031 -1.326
C 1.514 4.671 2.856 -1.146
S 1.468 0.191 4.228 -0.312
H -6.210 -1.828 -4.077 0.467
C 3.739 -1.011 -1.590 0.768
S -1.674 -0.771 3.060 -0.014
C -1.677 1.466 4.864 0.705
C 3.457 -3.142 -3.020 -0.986
H 5.768 4.535 2.186 0.491
N -1.457 -3.442 0.147 0.434
H -4.246 -3.495 -1.368 0.281
H -4.391 0.551 -2.070 0.288
C -1.733 -4.374 -4.539 -1.168
N -0.684 1.425 7.218 -0.591
C -2.392 2.640 4.565 0.280
H 2.593 -3.707 -3.373 0.200
O 2.498 -1.016 1.982 -0.535
H 4.582 -4.979 -2.757 0.453
C 0.505 2.805 1.335 0.404
H -5.764 1.910 -1.128 0.391
H 5.462 0.080 -1.039 0.273
C -2.799 -3.342 -0.001 0.153
C 0.524 -2.134 -2.708 -0.945
C -1.772 -1.980 -3.729 0.438
C 2.764 2.901 1.452 0.903
C 4.228 3.136 1.685 -0.130
C -0.832 3.181 1.421 -1.061
H -5.846 3.453 -0.268 0.492
H 2.158 -4.549 0.801 0.400
C 2.993 -1.953 -2.241 0.787
C -3.189 3.328 0.537 0.812
H 2.328 5.380 2.704 0.464
H 3.679 -3.865 4.728 0.349
H -3.145 5.835 -0.570 0.240
C -1.905 2.673 0.691 0.824
H 5.824 -1.589 -3.560 0.220
H 1.387 4.944 5.007 0.477
H 5.138 0.036 -3.601 0.366
H 4.349 4.675 3.220 0.293
H 4.311 5.296 1.554 0.327
H -4.643 4.762 1.135 0.364
C -5.241 2.854 -0.953 -1.232
H -4.410 3.075 -2.939 0.264
C 2.799 -0.147 -0.899 0.063
C 1.637 3.526 1.904 0.478
C -3.902 2.577 -0.353 0.360
H 5.727 -1.654 -1.122 0.348
N -2.952 3.621 4.357 -0.650
H 4.015 -2.815 -3.900 0.432
```

Values from the calculation:
LUMO (eV): 1.2
Total charge: -1
HOMO-LUMO gap (eV): 5.30



# 6
Density functional theory data (ωB97M-V with the def2-TZVPD basis set) for a structure of composition C28H62CsF3N10O5PS3.

Geometry as XYZ:
```
113
Properties=species:S:1:pos:R:3:mulliken_charge:R:1
N -1.054 5.041 1.477 0.638
C -5.304 3.144 0.589 -1.278
O -1.696 -0.878 5.518 -0.698
H 1.884 -5.069 -2.301 0.398
H 1.023 3.073 -2.432 0.329
N -1.361 -3.613 -1.002 -0.031
H 5.697 -6.165 0.793 0.335
H 4.987 -1.157 3.440 0.349
H 6.728 -6.052 -0.648 0.464
C 0.625 -1.091 -2.693 -0.536
C 1.104 0.308 -2.332 -1.025
H -2.392 -1.816 -0.665 -0.002
C -2.286 0.759 -2.402 -0.311
H 7.501 -1.495 -0.038 0.258
H -4.866 3.891 1.260 0.379
H 6.096 -4.361 -2.491 0.497
H -4.236 1.595 2.270 0.373
H -6.602 2.338 -2.820 0.309
H 2.112 -3.368 -1.889 -0.059
C 6.875 -0.816 0.544 -1.162
C -0.907 3.696 4.017 -0.907
C 5.477 -3.832 -1.763 -0.900
C -3.619 1.526 1.375 -0.662
H -0.490 -4.621 0.642 0.292
H 7.497 0.010 0.900 0.496
C 1.071 2.597 3.134 -0.660
H -1.163 3.313 -1.010 -0.864
C -0.135 3.400 -0.647 0.803
F -4.407 -1.121 2.943 -0.212
C -5.848 1.678 -2.382 -1.064
H 2.162 -3.880 -3.592 0.299
C 4.971 -4.817 -0.724 0.663
O -1.678 -2.002 3.329 -0.781
H 1.904 2.733 2.448 0.368
H 4.630 -0.154 2.034 0.222
N 0.106 3.668 2.964 -0.035
H 7.062 -1.970 2.336 0.210
H 0.617 1.625 2.931 -0.197
H -2.661 2.016 1.569 0.345
C -3.845 1.900 -1.004 0.157
H -0.706 1.091 -3.827 0.473
F -4.300 -1.968 4.927 -0.237
H -1.738 -2.575 0.806 0.027
C -4.060 3.188 -3.104 -1.041
C 5.434 -0.618 2.608 -1.352
P 3.977 -2.809 0.881 0.847
H -5.643 3.642 -0.314 0.393
H 1.435 2.608 4.161 0.266
H -5.635 0.875 -3.103 0.241
H 1.630 0.697 -3.228 0.161
H -2.549 4.119 0.345 -0.074
H -3.789 2.583 -3.979 0.344
H -0.290 -5.422 -0.920 0.315
H -3.136 -3.289 0.019 0.425
H 6.090 -0.424 -0.103 0.124
H -3.158 3.676 -2.737 0.200
H -6.169 2.709 1.100 0.302
H 1.851 0.218 -1.546 -0.315
C -0.336 3.858 1.655 0.257
C -3.886 -0.945 4.170 0.557
H -3.021 0.846 -3.213 0.071
N -4.334 2.124 0.261 0.441
C -0.374 -2.997 -1.767 0.226
C -0.503 -4.851 -3.411 -1.063
S 3.426 -1.386 -0.385 -0.387
C 0.738 2.513 -1.519 -1.514
H 0.177 4.446 -0.783 0.465
S -2.046 -0.845 4.124 1.086
N -2.753 1.253 -1.129 -0.136
C -2.198 -2.763 -0.169 -0.560
H -3.400 0.484 1.164 -0.010
H 6.710 -4.736 0.550 0.179
N -0.041 3.011 0.747 0.009
C 6.100 -5.484 0.044 -1.457
H 1.535 -1.623 -2.980 0.617
H -3.001 5.652 1.094 0.387
H -0.435 3.948 4.968 0.353
H -0.002 -1.064 -3.594 0.224
C 1.670 -4.040 -2.626 -0.970
H 4.649 -3.348 -2.277 0.108
O 5.546 -2.705 1.267 -0.350
H 4.397 -5.597 -1.235 0.337
C -0.991 1.451 -2.827 -1.687
H -1.401 2.724 4.114 0.116
N 0.238 -3.831 -2.711 0.461
H -1.568 -4.631 -3.369 0.342
H 0.129 6.085 2.828 0.395
H -1.538 6.676 2.706 0.340
H -1.971 5.644 -0.347 0.230
C 6.260 -1.540 1.730 0.508
C -2.189 5.116 0.590 -0.882
H -1.184 2.521 -2.935 0.544
H 6.089 0.167 2.994 0.466
H -6.270 1.228 -1.483 0.336
N -4.671 2.437 -2.031 0.457
O 4.016 -4.264 0.195 -0.522
H -0.340 -5.855 -2.994 0.339
H -0.379 7.030 1.414 0.335
N 0.098 1.254 -1.877 1.094
C -0.979 -4.840 -0.315 -1.056
H 1.659 2.289 -0.978 0.413
H -4.753 3.966 -3.440 0.297
H 6.076 -3.051 -1.294 0.010
N -0.106 -1.756 -1.624 0.171
O -1.789 0.413 3.438 -0.456
F -4.420 0.180 4.677 -0.249
H -0.189 -4.876 -4.459 0.325
S 2.771 -2.912 2.428 -0.526
H -2.063 -0.302 -2.280 0.042
Cs 0.231 -0.694 1.408 0.992
H -1.866 -5.445 -0.116 0.325
H -1.654 4.455 3.793 0.310
C -0.691 6.269 2.141 -1.243
```

Values from the calculation:
LUMO (eV): 1.9
Total charge: -1
HOMO-LUMO gap (eV): 6.59



# 7
Density functional theory data (ωB97M-V with the def2-TZVPD basis set) for an isolated molecule of C3H11N2OP in a non-equilibrium geometry.

Geometry as XYZ:
```
18
Properties=species:S:1:pos:R:3:nbo_charge:R:1
N 1.089 0.835 -0.147 -0.268
H 3.364 0.435 -1.157 0.227
H -2.192 1.538 -0.866 0.229
H -0.281 -0.989 -1.018 -0.094
C -1.465 1.462 -0.064 -0.959
C -2.500 -1.059 -0.089 -0.991
P -0.827 -0.261 0.122 1.699
H -2.413 -2.131 0.073 0.230
N 1.941 0.142 0.339 -0.186
H -1.959 1.632 0.896 0.243
H -0.672 2.189 -0.200 0.245
H 1.729 -0.420 1.200 0.371
C 3.253 -0.121 -0.228 -0.456
H -3.138 -0.652 0.697 0.224
H 3.333 -1.192 -0.427 0.217
H -2.953 -0.868 -1.058 0.215
O -0.342 -0.698 1.447 -1.161
H 4.033 0.158 0.480 0.215
```

Values from the calculation:
LUMO (eV): 0.5
Total charge: 0
HOMO-LUMO gap (eV): 9.21